ORCA calculation (the ωB97M-V functional and the def2-TZVPD basis) on C24H34Hg2NO11 as an isolated structure.

Geometry as XYZ:
```
72
Properties=species:S:1:pos:R:3
Hg -5.2046 -2.8312 4.6923
Hg -1.7648 -4.0943 7.3176
C -0.6757 -1.1716 1.4643
C -0.4166 -2.1371 2.6082
O -1.5818 -2.6300 3.3335
H 0.2819 -1.0188 0.9666
H -1.1703 -0.2293 1.7001
H -1.4350 -1.5900 0.8036
H 0.2789 -1.4842 3.1355
H 0.2467 -2.9292 2.2607
C 3.2992 3.6488 -5.4250
C 2.9886 2.6541 -4.4925
C 2.0022 2.7842 -3.5413
C 1.3653 4.0009 -3.3789
C 1.8664 5.1182 -4.1258
C 2.7190 4.9022 -5.2593
N 0.2846 4.1857 -2.3661
O -0.2508 3.0439 -2.0963
O 0.0586 5.2664 -1.8516
H 4.1343 3.6428 -6.1099
H 3.5747 1.7549 -4.6120
H 1.7207 1.9151 -2.9652
H 1.5665 6.1518 -4.0351
H 2.9406 5.7526 -5.8871
O -1.0023 -7.2706 -4.3090
C 0.0794 -6.9413 -3.7634
O 0.7116 -5.7628 -4.0240
C 1.9474 -5.6846 -3.4052
C 1.6539 -6.4346 -2.1367
C 0.8704 -7.6155 -2.6856
H 2.1681 -4.6415 -3.1788
H 2.6957 -6.0103 -4.1277
H 1.0293 -5.7430 -1.5713
H 2.6103 -6.4826 -1.6160
H 0.2935 -8.0873 -1.8901
H 1.5472 -8.1880 -3.3197
O 4.6666 -0.0803 0.3915
C 5.0118 -1.2998 0.4717
O 4.7345 -2.0400 1.5814
C 4.9942 -3.4381 1.3698
C 5.7198 -3.4968 0.0230
C 5.5731 -2.1082 -0.6350
H 4.1488 -4.0963 1.1692
H 5.5527 -3.6154 2.2889
H 5.5106 -4.3207 -0.6592
H 6.7428 -3.6496 0.3668
H 4.7663 -2.0980 -1.3679
H 6.4892 -1.5703 -0.8792
O -5.7201 0.3975 2.0412
C -5.6989 1.1378 1.1348
O -5.6548 2.4640 1.1945
C -5.6727 3.0996 -0.0972
C -6.4312 2.0469 -0.9764
C -5.7918 0.8197 -0.3193
H -4.6308 3.1526 -0.4132
H -6.1529 4.0778 -0.0718
H -6.0760 2.1042 -2.0053
H -7.5174 2.0069 -0.8949
H -4.7522 0.6535 -0.6016
H -6.3970 -0.0670 -0.5076
O -2.1625 6.7133 3.6112
C -2.1854 5.7231 4.3616
O -3.0793 5.5996 5.3075
C -3.0279 4.3776 6.0322
C -1.7021 3.7319 5.5528
C -1.3028 4.5014 4.3108
H -3.8356 3.7950 5.5892
H -2.9207 4.5920 7.0955
H -1.8584 2.6888 5.2780
H -1.0333 3.8042 6.4104
H -1.5094 3.8563 3.4568
H -0.2302 4.6932 4.2810
```

Properties
2S+1: 1
LUMO in eV: -14.360
Orbital gap in eV: 1.2
Net charge: +3
HOMO level in eV: -15.6



ORCA calculation (the ωB97M-V functional and the def2-TZVPD basis) on one molecule with the formula C24H34N2O3.

Geometry as XYZ:
```
63
Properties=species:S:1:pos:R:3
C 5.1155 -1.5701 -3.6352
C 4.8427 -1.1695 -2.1907
C 3.3488 -1.0233 -1.9145
C 3.0744 -0.6090 -0.4656
N 1.6434 -0.5160 -0.2135
C 1.1876 0.7861 0.2213
H 1.8226 1.2289 1.0057
C 1.1367 1.7771 -0.9565
O 0.7907 3.0656 -0.5221
H -0.1303 3.0426 -0.2312
C 0.1656 1.2825 -2.0388
O -1.1303 1.2746 -1.4660
C -2.2207 1.2098 -2.2830
C -2.1548 0.9060 -3.6380
C -3.3042 0.8914 -4.4095
C -4.5325 1.1928 -3.8494
C -4.6060 1.4924 -2.5022
C -3.4705 1.4849 -1.7024
C -3.6474 1.8247 -0.2568
O -4.4387 2.6683 0.1094
N -2.8793 1.0653 0.5770
C -2.7966 1.0966 1.9706
C -2.0538 0.0962 2.5964
C -1.9222 0.0781 3.9707
C -2.5290 1.0568 4.7403
C -3.2700 2.0492 4.1214
C -3.4088 2.0773 2.7456
H -3.9899 2.8474 2.2675
H -3.7479 2.8141 4.7150
H -2.4264 1.0430 5.8149
H -1.3477 -0.7058 4.4418
H -1.5857 -0.6732 1.9979
H -2.2930 0.3709 0.1351
H -5.5486 1.7396 -2.0379
H -5.4240 1.1952 -4.4566
H -3.2301 0.6484 -5.4589
H -1.2073 0.6728 -4.0973
H 0.4561 0.2730 -2.3503
H 0.1975 1.9682 -2.8931
H 2.1302 1.8733 -1.4044
H 0.1764 0.6913 0.6229
C 1.0918 -1.6289 0.5321
C 1.4102 -1.6521 2.0350
C 0.8194 -2.8822 2.7184
C 1.1750 -2.9298 4.1995
H 2.2532 -2.9891 4.3314
H 0.7231 -3.7973 4.6747
H 0.8207 -2.0351 4.7071
H 1.1927 -3.7839 2.2270
H -0.2676 -2.8732 2.6067
H 2.4933 -1.6484 2.1759
H 1.0127 -0.7507 2.5062
H 1.4634 -2.5470 0.0691
H 0.0050 -1.6132 0.3941
H 3.5422 -1.3415 0.2025
H 3.5504 0.3565 -0.2717
H 2.9241 -0.2751 -2.5862
H 2.8444 -1.9709 -2.1131
H 5.2621 -1.9228 -1.5199
H 5.3421 -0.2219 -1.9762
H 6.1842 -1.6696 -3.8096
H 4.6403 -2.5215 -3.8636
H 4.7246 -0.8198 -4.3189
```

Properties
2S+1: 1
Energy above the lowest of the compared OMol25 structures with the same formula, charge and spin in eV: 1.931
LUMO in eV: 0.663
Orbital gap in eV: 9.1
HOMO level in eV: -8.4
SMILES: CCCCN(CCCC)C[C@H](O)COc1ccccc1C(=O)Nc1ccccc1



ORCA calculation (the ωB97M-V functional and the def2-TZVPD basis) on one molecule with the formula C24H34N4O.

Geometry as XYZ:
```
63
Properties=species:S:1:pos:R:3
C -2.2553 -2.7501 4.2045
C -1.2755 -1.6155 4.1469
C -1.5864 -0.3255 4.1834
C -2.9413 0.3070 4.2506
H -3.7200 -0.4302 4.4424
H -2.9510 1.0209 5.0790
C -3.2449 1.0622 2.9509
H -4.1586 1.6476 3.0712
H -2.4241 1.7513 2.7451
C -3.3920 0.1219 1.7500
C -4.8118 -0.4261 1.6335
H -5.5199 0.3815 1.4576
H -5.1001 -0.9404 2.5467
H -4.8862 -1.1316 0.8085
C -3.0120 0.8474 0.4513
N -1.6833 1.4320 0.5258
C -0.5911 0.4854 0.4532
C -0.3379 -0.0567 -0.9618
H 0.5173 -0.7362 -0.9520
H -1.2061 -0.6191 -1.3088
C -0.0946 1.1093 -1.9271
N 0.0679 0.6283 -3.2804
C 1.1925 0.1429 -3.8682
C 0.8449 -0.2626 -5.1415
C -0.5256 0.0084 -5.2224
N -0.9815 0.5334 -4.1037
H -1.1888 -0.1592 -6.0471
H 1.4915 -0.6843 -5.8797
N 2.4039 0.1084 -3.1967
C 3.5920 -0.3210 -3.7262
O 3.7173 -0.7023 -4.8690
C 4.7319 -0.2595 -2.7654
C 6.0021 -0.0296 -3.2870
C 7.1017 0.0300 -2.4522
C 6.9459 -0.1562 -1.0882
C 5.6891 -0.4102 -0.5644
C 4.5843 -0.4604 -1.3957
H 3.6172 -0.6930 -0.9705
H 5.5688 -0.5740 0.4965
H 7.8037 -0.1136 -0.4337
H 8.0820 0.2166 -2.8645
H 6.1035 0.1010 -4.3537
H 2.4084 0.4709 -2.2550
C -1.2652 2.0872 -1.8474
C -1.4590 2.5298 -0.3906
H -0.5593 3.0580 -0.0529
H -2.2996 3.2226 -0.3212
H -2.1622 1.5932 -2.2190
H -1.0708 2.9524 -2.4819
H 0.8239 1.6409 -1.6361
H 0.3100 1.0031 0.8030
H -0.7878 -0.3379 1.1399
H -3.7181 1.6677 0.2990
H -3.1263 0.1497 -0.3924
H -2.7116 -0.7222 1.8936
H -0.7797 0.3957 4.1246
C 0.1558 -2.0642 4.0525
H 0.8346 -1.2159 4.0195
H 0.4144 -2.6839 4.9108
H 0.3062 -2.6666 3.1562
H -3.2851 -2.4098 4.1858
H -2.0986 -3.4201 3.3592
H -2.0995 -3.3287 5.1153
```

Properties
2S+1: 1
Energy above the lowest of the compared OMol25 structures with the same formula, charge and spin in eV: 0.821
LUMO in eV: 0.384
Orbital gap in eV: 8.7
HOMO level in eV: -8.4
SMILES: CC(C)=CCC[C@@H](C)CN1CCC(n2nccc2NC(=O)c2ccccc2)CC1



ORCA calculation (the ωB97M-V functional and the def2-TZVPD basis) on one molecule with the formula C24H34N4O2.

Geometry as XYZ:
```
64
Properties=species:S:1:pos:R:3
C 5.3289 -6.9045 1.9422
C 4.0567 -6.7731 2.7688
H 4.0334 -7.5438 3.5414
H 3.1840 -6.9123 2.1269
C 3.9643 -5.4012 3.4460
N 3.8429 -4.3401 2.4857
C 2.7568 -4.0070 1.7621
C 3.1211 -2.9658 0.9341
C 4.4814 -2.7390 1.2366
N 4.8910 -3.5839 2.1688
C 5.3995 -1.7270 0.6479
H 5.0047 -0.7222 0.7940
H 5.5192 -1.8950 -0.4221
H 6.3702 -1.8021 1.1292
C 2.2513 -2.2398 -0.0370
N 1.1019 -1.6526 0.6367
C 1.4999 -0.6052 1.5595
C 0.3033 -0.1592 2.3919
H -0.0700 -1.0038 2.9714
H 0.6072 0.6347 3.0746
C -0.8219 0.3478 1.4888
C -1.1430 -0.7246 0.4423
C 0.1246 -1.1369 -0.3004
H -0.1177 -1.9235 -1.0204
H 0.5165 -0.2669 -0.8596
H -1.5606 -1.5925 0.9537
H -1.8753 -0.3509 -0.2755
H -1.7096 0.5587 2.1033
O -0.3636 1.5487 0.8877
C -1.2366 2.3994 0.2951
C -2.6205 2.2524 0.2530
C -3.4000 3.2004 -0.3868
C -2.8264 4.3097 -0.9919
C -1.4447 4.4715 -0.9203
C -0.6605 3.5266 -0.2992
H 0.4111 3.6388 -0.2466
H -0.9971 5.3493 -1.3611
C -3.6431 5.3781 -1.6372
O -3.4927 6.5586 -1.3694
N -4.5761 4.9723 -2.5281
C -4.6829 3.6734 -3.1593
C -5.1268 4.0054 -4.5831
H -4.2655 4.3061 -5.1806
C -6.0551 5.1980 -4.3594
H -7.0333 4.8491 -4.0262
C -5.3598 5.9719 -3.2414
H -4.6866 6.7443 -3.6285
H -6.0606 6.4564 -2.5571
H -6.1886 5.8021 -5.2539
H -5.6198 3.1677 -5.0718
H -5.4503 3.0682 -2.6596
H -3.7333 3.1375 -3.1167
H -4.4732 3.0793 -0.3907
H -3.1073 1.4107 0.7204
H 2.2756 -1.0030 2.2177
H 1.9110 0.2677 1.0221
H 2.8471 -1.4770 -0.5690
H 1.8681 -2.9475 -0.7806
H 1.8145 -4.5007 1.8851
H 4.8734 -5.2062 4.0187
H 3.1005 -5.3729 4.1179
H 5.3546 -7.8636 1.4308
H 6.2058 -6.8278 2.5804
H 5.3818 -6.1133 1.1986
```

Properties
2S+1: 1
Energy above the lowest of the compared OMol25 structures with the same formula, charge and spin in eV: 2.198
LUMO in eV: 0.687
Orbital gap in eV: 9.2
HOMO level in eV: -8.5
SMILES: CCCn1cc(CN2CCC(Oc3ccc(C(=O)N4CCCC4)cc3)CC2)c(C)n1



ORCA calculation (the ωB97M-V functional and the def2-TZVPD basis) on C24H34N4O5S as an isolated structure.

Geometry as XYZ:
```
68
Properties=species:S:1:pos:R:3
C 3.8354 4.9374 2.0985
H 4.7366 4.1969 2.1778
O 3.3419 4.8394 0.7270
C 2.8152 3.4023 0.4740
H 2.6368 3.1992 -0.7345
H 3.4797 2.6237 0.8361
C 1.3422 2.9636 1.3795
N 0.8486 1.8721 0.5993
C -0.0148 1.8043 -0.4294
O -0.2415 0.6624 -0.8562
C -0.5891 3.2843 -0.8519
H -1.1365 3.7278 -0.1711
C -1.4987 2.6571 -2.1291
C -2.8813 2.5975 -1.4548
O -3.8415 3.2756 -1.6586
N -3.1039 1.2359 -0.8231
C -4.1919 0.6849 -0.3749
N -4.4586 -0.3663 0.1878
C -5.6020 -0.3331 0.4639
C -6.5303 0.6832 0.4324
S -5.6656 1.8995 -0.5492
H -7.6532 0.8506 0.7183
H -6.0117 -1.2492 1.0471
H -2.2907 0.6950 -0.7310
H -1.6127 3.9119 -2.8629
H -1.0760 2.0409 -2.6476
H 0.3037 3.5165 -1.2383
C 1.4829 0.7912 1.2624
C 0.3440 -0.4957 1.6439
C -0.8757 -0.2081 1.8479
C -1.8347 -1.0633 1.8899
C -1.4824 -2.5318 1.7608
C -0.0664 -2.7632 1.7411
C 0.8001 -1.9207 1.5210
H 1.8316 -2.1079 1.4151
H 0.2481 -3.6354 1.7526
O -2.2603 -3.5632 1.8236
C -3.6761 -3.3005 2.2881
H -3.9898 -2.7683 2.9617
H -4.0972 -2.5938 1.2550
H -4.0702 -4.3763 2.1422
H -3.0169 -0.8312 2.3247
H -1.3381 0.8161 1.8560
C 2.5789 -0.0047 0.4517
O 3.6734 0.3255 0.7259
N 2.4106 -0.4471 -0.7598
H 1.3452 -0.5429 -0.9084
C 3.3079 -1.1424 -1.6362
C 3.1412 -2.4331 -1.7192
H 3.3371 -2.7776 -0.5830
C 1.7437 -3.0660 -1.8978
C 1.7990 -4.5885 -1.7315
H 0.9719 -5.0039 -1.8940
H 2.2162 -4.9775 -0.5947
H 2.5493 -5.1425 -2.3093
C 1.2179 -2.6658 -3.0232
H 0.9813 -1.7544 -3.3991
H 0.1470 -3.2610 -3.3474
H 1.9016 -2.9789 -3.9861
H 1.1792 -2.7286 -0.8016
H 3.8679 -2.9949 -2.4497
H 2.9977 -0.6491 -2.5914
H 4.2283 -0.6554 -1.4648
H 1.7332 0.8819 2.3649
H 1.6281 2.8749 2.3241
H 0.7754 3.8429 1.1028
H 4.2139 5.8396 2.0571
H 3.1147 4.9879 2.9554
```

Properties
2S+1: 1
Energy above the lowest of the compared OMol25 structures with the same formula, charge and spin in eV: 25.003
LUMO in eV: 0.370
Orbital gap in eV: 8.1
HOMO level in eV: -7.7



ORCA calculation (the ωB97M-V functional and the def2-TZVPD basis) on one molecule with the formula C24H34N8O2.

Geometry as XYZ:
```
68
Properties=species:S:1:pos:R:3
C -1.0567 -0.8357 5.1622
H -1.2499 -1.6775 4.4901
O -0.1899 0.1019 4.5736
C -0.5986 0.7218 3.4344
C -1.8084 0.5114 2.7987
C -2.1456 1.2315 1.6603
C -1.2711 2.1587 1.1272
C -0.0385 2.3602 1.7501
C 0.3052 1.6670 2.8972
O 1.4610 1.8258 3.5958
C 2.4489 2.6756 3.0741
H 2.0998 3.7127 3.0115
H 3.2815 2.6201 3.7731
H 2.7854 2.3400 2.0879
H 0.6408 3.0897 1.3351
C -1.6399 2.9415 -0.1062
H -2.7224 3.0682 -0.1439
H -1.1703 3.9263 -0.0804
C -1.1973 2.2481 -1.4028
N -1.8597 0.9824 -1.5602
C -1.4229 -0.2119 -2.0411
N -2.4311 -1.0553 -1.9730
N -3.4540 -0.3882 -1.4642
N -3.1432 0.8130 -1.2198
C -0.0898 -0.5061 -2.6397
N 0.7740 -1.3760 -1.8509
C 1.9510 -0.7773 -1.2643
H 2.3820 -0.0575 -1.9633
C 1.6728 -0.1130 0.0912
N 1.0703 -1.0821 0.9694
C 1.6077 -1.3918 2.1618
N 0.9957 -2.3329 2.8954
C 1.5294 -2.6055 4.0689
C 2.6604 -1.9652 4.5514
C 3.2223 -1.0213 3.7044
N 2.7240 -0.7381 2.5198
H 4.1158 -0.4720 3.9763
H 3.0768 -2.1880 5.5186
H 1.0227 -3.3742 4.6414
C -0.1221 -1.7100 0.4553
H -0.4263 -2.4886 1.1532
C 0.1524 -2.3101 -0.9355
H -0.7806 -2.6682 -1.3705
H 0.8390 -3.1555 -0.8231
H -0.9194 -0.9584 0.3985
H 2.5955 0.2368 0.5533
H 0.9826 0.7317 -0.0307
H 2.6789 -1.5811 -1.1112
H 0.4393 0.4402 -2.7928
C -0.3190 -1.1743 -4.0113
H -0.8796 -2.0928 -3.8369
H 0.6583 -1.4423 -4.4151
C -1.0774 -0.3078 -5.0220
C -1.4206 -1.1485 -6.2501
H -0.5119 -1.5129 -6.7244
H -1.9742 -0.5571 -6.9757
H -2.0300 -2.0031 -5.9681
C -0.2707 0.9191 -5.4440
H -0.0928 1.5921 -4.6081
H 0.6909 0.6155 -5.8526
H -0.8072 1.4749 -6.2097
H -2.0165 0.0263 -4.5667
H -1.4475 2.8842 -2.2605
H -0.1177 2.0759 -1.3962
H -3.1053 1.0645 1.1948
H -2.5116 -0.2091 3.1826
H -0.5393 -1.1941 6.0507
H -2.0055 -0.3740 5.4568
```

Properties
2S+1: 1
Energy above the lowest of the compared OMol25 structures with the same formula, charge and spin in eV: 3.983
LUMO in eV: 0.510
Orbital gap in eV: 8.2
HOMO level in eV: -7.7
SMILES: COc1ccc(CCn2nnnc2[C@H](CC(C)C)N2CCN(c3ncccn3)CC2)cc1OC



ORCA calculation (the ωB97M-V functional and the def2-TZVPD basis) on one molecule with the formula C24H34O5.

Geometry as XYZ:
```
63
Properties=species:S:1:pos:R:3
C 1.1096 2.1581 -3.2063
H 1.6269 2.8147 -3.9005
H 0.1879 1.8141 -3.6675
H 0.8415 2.7457 -2.3334
C 1.9900 0.9686 -2.8299
C 1.2697 0.0168 -1.8606
H 0.3901 -0.3709 -2.3850
C 0.7663 0.6181 -0.5305
C -0.6052 1.2518 -0.5690
O -1.3126 1.3046 -1.5432
C -1.0939 1.6559 0.8076
H -0.3759 2.3286 1.2699
H -2.0426 2.1796 0.6888
C -1.2831 0.3871 1.6642
H -2.0155 -0.2317 1.1331
C -1.8643 0.6860 3.0721
C -1.1165 1.8416 3.7502
H -1.3333 2.7885 3.2631
H -1.4289 1.9249 4.7891
H -0.0414 1.6782 3.7383
C -3.3481 1.0958 2.9493
C -4.3033 -0.0835 2.8272
C -4.2006 -1.0235 4.0040
O -5.0157 -1.8777 4.2407
C -2.9728 -0.7881 4.8494
H -3.1550 0.0958 5.4652
H -2.8274 -1.6359 5.5204
C -1.7324 -0.5723 3.9760
H -0.8803 -0.4207 4.6483
C -1.4416 -1.8553 3.1888
C -0.1257 -1.7180 2.4712
O 0.7438 -2.5485 2.5323
C 0.0298 -0.4104 1.7130
C 0.5024 -0.6795 0.2806
C 1.7846 -1.4751 0.0605
H 1.6351 -2.5385 0.2312
H 2.5576 -1.1385 0.7501
C 2.1563 -1.1670 -1.4015
H 1.9856 -2.0385 -2.0313
H 3.2118 -0.9061 -1.4795
H -0.3102 -1.2126 -0.2306
H 0.8034 0.1508 2.2476
H -1.3889 -2.7107 3.8645
H -2.2280 -2.0564 2.4598
H -5.3357 0.2648 2.7493
H -4.1078 -0.6573 1.9175
H -3.4792 1.7496 2.0873
H -3.6275 1.6769 3.8302
C 1.8269 1.5192 0.1072
H 1.8314 2.4948 -0.3727
H 1.6615 1.6706 1.1693
H 2.8110 1.0777 -0.0148
H 2.9057 1.3384 -2.3572
C 2.3878 0.1874 -4.0911
C 3.3085 0.9830 -5.0281
C 3.8030 0.0600 -6.1097
O 4.7281 -0.7006 -6.0132
O 3.0601 0.1489 -7.2208
H 3.3721 -0.4793 -7.8913
H 2.7744 1.8105 -5.4905
H 4.1669 1.3539 -4.4669
H 1.4857 -0.1001 -4.6347
H 2.9152 -0.7231 -3.8046
```

Properties
2S+1: 1
Energy above the lowest of the compared OMol25 structures with the same formula, charge and spin in eV: 0.151
LUMO in eV: 0.443
Orbital gap in eV: 10.0
HOMO level in eV: -9.6
SMILES: C[C@H](CCC(=O)O)[C@H]1CC[C@H]2[C@@H]3C(=O)C[C@@H]4CC(=O)CC[C@]4(C)[C@H]3CC(=O)[C@]12C



no.,strongest force on any atom (eV/A)
1,4.781
2,0.716
3,0.796
4,0.839
5,19.500
6,1.608
7,0.752